No. 1
C6H19N3O2PY as an isolated structure, computed with wB97M-V/def2-TZVPD.

Computed properties:
largest force on an atom: 5.153 eV Å⁻¹
HOMO-LUMO gap: 1.73 eV
E: -25406.9825 eV
LUMO energy: -0.4098 hartree
energy relative to the best compared isomer or geometry (same formula, charge and spin): 607.9 kJ/mol

ORCA input file:
```
! wB97M-V def2-TZVPD RIJCOSX def2/J DEFGRID3
* xyz 2 1
Y 4.9488 -18.5703 14.0498
O 2.8474 -18.5235 14.7923
H 2.2976 -18.2703 15.5591
O -0.9710 -15.6720 20.6857
P -0.4607 -14.8107 19.6190
N 0.7283 -13.7566 20.2616
C 0.2518 -12.4715 20.8434
C 1.7536 -14.2709 21.1389
N -1.6880 -13.7987 18.9122
C -3.0811 -14.1259 18.7123
C -1.3838 -12.7045 18.0084
N 0.2723 -15.6554 18.3345
C 1.2857 -15.0435 17.5465
C -0.4909 -16.7056 17.6684
H -0.4582 -11.9479 20.2032
H 1.0314 -11.7438 21.0691
H -0.3642 -12.7041 21.7120
H 2.4299 -13.4414 21.3454
H 2.3355 -15.0883 20.7131
H 1.2339 -14.5867 22.0435
H -3.2133 -14.4946 17.6951
H -3.3170 -14.7659 19.5625
H -3.6939 -13.2403 18.8804
H -1.9357 -12.9121 17.0917
H -1.6728 -11.6950 18.3010
H -0.3002 -12.6135 17.9332
H 1.8503 -14.2509 18.0375
H 2.0356 -15.7997 17.3141
H 0.8151 -14.6075 16.6653
H -1.3974 -16.9838 18.2060
H 0.1676 -17.5063 17.3316
H -0.8667 -16.2636 16.7456
*
```



No. 2
C6H19N3P3 as an isolated structure, computed with wB97M-V/def2-TZVPD.

Computed properties:
largest force on an atom: 4.887 eV Å⁻¹
HOMO-LUMO gap: 10.48 eV
E: -38863.5791 eV
LUMO energy: -0.0850 hartree
energy relative to the best compared isomer or geometry (same formula, charge and spin): 0.0 kJ/mol

ORCA input file:
```
! wB97M-V def2-TZVPD RIJCOSX def2/J DEFGRID3
* xyz 1 1
C -0.5827 3.0101 -1.1721
C -0.6143 2.0321 1.6390
C -1.7006 -2.2747 -1.2651
C -2.5736 -1.3141 1.3641
C 2.0181 -1.2539 -1.5172
C 3.0571 -0.5242 1.1254
N -1.4518 0.4456 -0.6273
N 0.4395 -1.3522 0.9685
N 1.1760 1.0521 -0.2093
P -0.4152 1.5712 -0.1040
P -1.4080 -1.0314 0.0122
P 1.5417 -0.6145 0.1385
H -0.5993 2.6842 -2.2135
H -1.5283 3.4989 -0.9428
H 0.2383 3.7068 -1.0022
H -0.4028 1.1521 2.2479
H 0.0829 2.8266 1.8964
H -1.6366 2.3652 1.8107
H -1.2989 -3.2284 -0.9261
H -2.7790 -2.3602 -1.4074
H -1.2339 -1.9786 -2.2018
H -3.5725 -1.0495 1.0155
H -2.5350 -2.3630 1.6473
H -2.3053 -0.7001 2.2207
H 1.1553 -1.2492 -2.1817
H 2.3533 -2.2810 -1.3816
H 2.8231 -0.6683 -1.9553
H 2.9696 0.2938 1.8392
H 3.9308 -0.3747 0.4940
H 3.1485 -1.4630 1.6684
H 1.7036 1.4422 -0.9806
*
```



No. 3
A 3-piece molecular cluster, C6H19NO2 overall, computed with wB97M-V/def2-TZVPD.

Computed properties:
largest force on an atom: 2.510 eV Å⁻¹
HOMO-LUMO gap: 10.26 eV
E: -12115.0268 eV
LUMO energy: 0.0258 hartree
energy relative to the best compared isomer or geometry (same formula, charge and spin): 59.8 kJ/mol

ORCA input file:
```
! wB97M-V def2-TZVPD RIJCOSX def2/J DEFGRID3
* xyz 0 1
C -0.3683 -0.4255 2.3101
C -0.6297 0.4819 1.1187
C -1.6494 1.5652 1.3945
C -0.9838 -0.2158 -0.2076
C -0.0251 -1.3789 -0.4945
C 1.4842 -1.1732 -0.5300
N -0.4085 -1.8458 -1.8497
H 0.0476 0.1636 3.1218
H 0.2509 -1.3110 2.1654
H -1.2945 -0.9321 2.6754
H 0.3692 0.9561 1.0421
H -2.6692 1.2410 1.6609
H -1.8220 2.1365 0.4765
H -1.4010 2.1977 2.2478
H -1.1419 0.4696 -1.0266
H -1.9644 -0.6428 0.0131
H -0.2043 -2.2133 0.2160
H 1.8263 -0.6841 0.3897
H 1.7674 -0.5660 -1.3930
H 1.9926 -2.1387 -0.5344
H 0.1023 -2.6954 -2.0500
H -1.3932 -2.0517 -1.9582
O 2.0906 2.0993 0.0337
H 2.8150 1.9714 -0.5960
H 1.4020 1.8684 -0.6156
O 0.4007 1.3021 -2.4964
H 0.1741 0.4520 -2.1564
H 1.2323 1.3695 -2.9571
*
```



No. 4
A 4-piece molecular cluster, C6H19NO4 overall, computed with wB97M-V/def2-TZVPD.

Computed properties:
largest force on an atom: 3.237 eV Å⁻¹
HOMO-LUMO gap: 10.25 eV
E: -16209.0998 eV
LUMO energy: 0.0214 hartree
energy relative to the best compared isomer or geometry (same formula, charge and spin): 224.7 kJ/mol

ORCA input file:
```
! wB97M-V def2-TZVPD RIJCOSX def2/J DEFGRID3
* xyz 0 1
C 1.4962 -1.0510 2.4361
N 1.6542 0.0244 1.4939
C 0.7359 0.4685 0.5676
O 1.1758 1.1061 -0.3825
C -0.6646 -0.1750 0.7189
C -0.9747 -1.1449 -0.4176
C -2.0601 -2.1391 0.0209
C -1.3493 -0.3871 -1.7495
H 2.5718 -1.2001 2.8482
H 0.7747 -0.6739 3.2752
H 1.2260 -2.0291 2.0550
H 2.5885 0.4918 1.4565
H -0.5669 -0.7103 1.6491
H -1.3219 0.6762 0.9955
H -0.0280 -1.7738 -0.5819
H -3.0719 -1.8492 -0.2731
H -1.7808 -3.2000 -0.0932
H -1.8693 -2.2923 1.0793
H -2.3109 0.1123 -1.6584
H -0.5966 0.4564 -1.7930
H -1.2060 -0.9958 -2.6828
O 2.6256 -0.4588 -2.3929
H 2.5061 0.4528 -2.6880
H 2.2812 -1.0140 -3.0941
O -0.3506 2.7701 -1.5350
H 0.5926 2.5199 -1.3960
H -0.9356 2.0252 -1.3792
O -0.3588 3.4772 1.4759
H -0.4695 3.9666 0.6616
H -0.3130 2.5467 1.3835
*
```



No. 5
C6H20CuN3O as an isolated structure, computed with wB97M-V/def2-TZVPD.

Computed properties:
largest force on an atom: 2.536 eV Å⁻¹
HOMO-LUMO gap (spin up / spin down): 2.37 / 7.01 eV
E: -57701.3739 eV
<S²>: 0.750
LUMO energy (spin up / spin down): 0.1183 / 0.1268 hartree
energy relative to the best compared isomer or geometry (same formula, charge and spin): 0.0 kJ/mol

ORCA input file:
```
! wB97M-V def2-TZVPD RIJCOSX def2/J DEFGRID3
* xyz -1 2
C -1.2001 -0.6050 -0.5831
Cu 0.6490 0.3235 -0.6155
N 2.1888 1.2477 -1.3920
H -4.2686 -0.8597 -0.0066
H -3.9987 -1.4957 -0.2938
H -1.4614 -0.8567 0.4489
H -0.9845 -1.4971 -1.1924
H -1.9217 0.0708 -1.0582
H 3.0244 0.8604 -0.9573
H 2.1772 2.2402 -1.1270
H 2.3130 1.2096 -2.4002
C -0.8573 1.3633 2.3131
N 0.3296 0.9421 3.0357
C 0.0791 0.2705 4.3090
C 1.5204 0.8013 2.3867
O 1.6486 0.8320 1.1257
N 2.6544 0.5980 3.1276
C 2.8570 1.1913 4.4459
C 3.8488 0.3288 2.3555
H -1.4976 1.9134 3.0095
H -1.4149 0.5050 1.9236
H -0.5723 2.0137 1.4851
H 0.8850 -0.4348 4.5357
H -0.0108 0.9970 5.1290
H -0.8660 -0.2818 4.2416
H 2.8282 0.4242 5.2322
H 3.8507 1.6533 4.4596
H 2.1043 1.9602 4.6602
H 3.6762 -0.5397 1.7136
H 4.1209 1.1857 1.7258
H 4.6541 0.1159 3.0594
*
```



No. 6
C6H20InNO3P3S as an isolated structure, computed with wB97M-V/def2-TZVPD.

Computed properties:
largest force on an atom: 0.343 eV Å⁻¹
HOMO-LUMO gap: 7.20 eV
E: -58056.7250 eV
LUMO energy: 0.0946 hartree

ORCA input file:
```
! wB97M-V def2-TZVPD RIJCOSX def2/J DEFGRID3
* xyz -1 1
C -3.4605 0.0690 0.3631
C -1.9846 0.3847 0.3403
O -1.7774 1.5453 -0.4620
P -0.4965 1.9651 -1.3243
O -0.3487 3.4200 -1.4076
C 0.9144 1.0440 -0.6970
C 1.6320 1.6954 0.5070
In 2.2019 0.3386 2.1471
P 3.0154 -1.8313 1.0621
N 4.5890 -2.0760 1.0594
P 0.0953 -0.3555 3.4898
S 0.4043 -1.1973 5.2733
O -0.8077 1.3495 -2.7753
C -1.4150 0.0908 -3.0368
C -0.4389 -1.0697 -2.9486
H -3.6494 -0.7650 1.0438
H -3.8382 -0.2027 -0.6253
H -4.0265 0.9333 0.7148
H -1.6217 0.6013 1.3469
H -1.4006 -0.4602 -0.0438
H 1.5713 0.9761 -1.5718
H 0.6082 0.0100 -0.4985
H 1.0545 2.5418 0.8861
H 2.5771 2.1196 0.1598
H 3.3288 1.0019 3.2620
H 2.2124 -2.9095 1.5303
H 2.4367 -1.8396 -0.2512
H 4.8498 -3.0262 1.2941
H -0.8341 0.7136 3.5585
H -0.7454 -1.1794 2.6984
H -2.2591 -0.0443 -2.3504
H -1.8229 0.1714 -4.0459
H -0.8300 -1.9214 -3.5108
H 0.5220 -0.7881 -3.3841
H -0.2616 -1.3979 -1.9222
*
```



No. 7
C6H20N10O8Zn as an isolated structure, computed with wB97M-V/def2-TZVPD.

Computed properties:
largest force on an atom: 9.813 eV Å⁻¹
HOMO-LUMO gap: 5.53 eV
E: -86249.0994 eV
LUMO energy: -0.0093 hartree
energy relative to the best compared isomer or geometry (same formula, charge and spin): 144.5 kJ/mol

ORCA input file:
```
! wB97M-V def2-TZVPD RIJCOSX def2/J DEFGRID3
* xyz 0 1
Zn -4.3844 -19.5370 7.7103
C -2.6561 -19.4424 5.9342
O -3.0548 -20.4809 6.4967
O -1.6137 -19.4380 5.2420
O -3.3082 -18.5255 6.3535
C -6.5131 -17.1344 8.5192
O -5.5388 -17.8972 8.3776
N -6.4567 -15.8155 8.3945
N -7.7661 -17.5053 8.6241
H -5.5647 -15.3896 8.1872
H -7.2857 -15.2453 8.3065
H -8.0494 -18.4409 8.8781
H -8.3210 -16.7229 8.9404
C -7.1104 -19.7645 5.8757
O -6.2356 -19.9955 6.7091
N -8.3742 -19.9973 5.9717
N -6.9306 -19.1454 4.7695
H -8.6312 -20.3368 6.8875
H -9.0492 -19.7892 5.2497
H -6.0536 -18.6890 4.5632
H -7.6573 -19.2113 4.0712
C -4.7165 -22.4096 8.9210
O -4.7714 -21.2444 8.6041
N -5.4211 -22.9300 9.9053
N -3.8888 -23.2479 8.4030
H -6.0405 -22.2658 10.3473
H -5.3682 -23.8544 10.3088
H -3.7056 -24.1032 8.9080
H -3.2728 -23.1093 7.6147
C -2.4246 -18.5432 9.9352
O -3.1668 -19.0476 9.1954
N -2.2804 -18.9004 11.1706
N -1.8266 -17.4114 9.6883
H -1.6453 -18.3943 11.7710
H -2.8210 -19.7243 11.3922
H -1.9319 -17.1396 8.7213
H -1.3109 -16.9042 10.3932
C -3.7191 -23.4052 4.6855
O -3.9077 -24.2634 3.8857
N -2.6435 -23.2406 5.4573
N -4.5522 -22.4418 5.0756
H -2.4531 -22.2772 5.6932
H -1.8751 -23.8321 5.1748
H -4.3576 -21.6874 5.7183
H -5.2693 -22.2483 4.3912
*
```



No. 8
A 3-piece molecular cluster, C6H20N2O2 overall, computed with wB97M-V/def2-TZVPD.

Computed properties:
largest force on an atom: 3.312 eV Å⁻¹
HOMO-LUMO gap: 9.82 eV
E: -13620.0683 eV
LUMO energy: 0.0244 hartree
energy relative to the best compared isomer or geometry (same formula, charge and spin): 203.9 kJ/mol

ORCA input file:
```
! wB97M-V def2-TZVPD RIJCOSX def2/J DEFGRID3
* xyz 0 1
C 0.3042 -0.0160 2.0854
N -0.0094 -1.0276 1.0262
C -0.4886 -2.2464 1.6650
C 1.2065 -1.2496 0.3113
C 1.8180 0.0546 -0.3620
C 0.7766 0.7745 -1.2173
C 0.4818 -0.0163 -2.5746
N 1.4801 0.1617 -3.6245
H -0.3489 -0.2983 2.9111
H 0.1953 1.0362 1.8457
H 1.3487 -0.1554 2.4106
H -1.2490 -2.7501 1.0988
H 0.3480 -2.9124 1.8903
H -0.8547 -2.1037 2.6874
H 0.9675 -1.7326 -0.6588
H 2.0264 -1.7813 0.8599
H 2.1790 0.7037 0.4669
H 2.7339 -0.2896 -0.8064
H 1.1694 1.7287 -1.5508
H -0.2354 0.8320 -0.7621
H 0.4719 -1.1091 -2.3690
H -0.5278 0.1308 -2.9621
H 2.3449 -0.3230 -3.4314
H 1.6369 1.1517 -3.7473
O -0.9812 3.2342 1.4534
H -0.2249 2.8109 1.0379
H -1.4585 2.4778 1.8077
O -3.8183 -0.0444 0.6830
H -3.4038 -0.7059 1.2415
H -3.6851 -0.2419 -0.2459
*
```



Q: Number 3 is which compound?
A: C6H19NO2



Copy entry 2 word for word.
C6H19N3P3 as an isolated structure, computed with wB97M-V/def2-TZVPD.

Computed properties:
largest force on an atom: 4.887 eV Å⁻¹
HOMO-LUMO gap: 10.48 eV
E: -38863.5791 eV
LUMO energy: -0.0850 hartree
energy relative to the best compared isomer or geometry (same formula, charge and spin): 0.0 kJ/mol

ORCA input file:
```
! wB97M-V def2-TZVPD RIJCOSX def2/J DEFGRID3
* xyz 1 1
C -0.5827 3.0101 -1.1721
C -0.6143 2.0321 1.6390
C -1.7006 -2.2747 -1.2651
C -2.5736 -1.3141 1.3641
C 2.0181 -1.2539 -1.5172
C 3.0571 -0.5242 1.1254
N -1.4518 0.4456 -0.6273
N 0.4395 -1.3522 0.9685
N 1.1760 1.0521 -0.2093
P -0.4152 1.5712 -0.1040
P -1.4080 -1.0314 0.0122
P 1.5417 -0.6145 0.1385
H -0.5993 2.6842 -2.2135
H -1.5283 3.4989 -0.9428
H 0.2383 3.7068 -1.0022
H -0.4028 1.1521 2.2479
H 0.0829 2.8266 1.8964
H -1.6366 2.3652 1.8107
H -1.2989 -3.2284 -0.9261
H -2.7790 -2.3602 -1.4074
H -1.2339 -1.9786 -2.2018
H -3.5725 -1.0495 1.0155
H -2.5350 -2.3630 1.6473
H -2.3053 -0.7001 2.2207
H 1.1553 -1.2492 -2.1817
H 2.3533 -2.2810 -1.3816
H 2.8231 -0.6683 -1.9553
H 2.9696 0.2938 1.8392
H 3.9308 -0.3747 0.4940
H 3.1485 -1.4630 1.6684
H 1.7036 1.4422 -0.9806
*
```